Entry 1:
12
Properties=species:S:1:pos:R:3 method="wB97M-V/def2-TZVPD" mol_weight_g_mol=60.096 total_energy_ha=-194.1697 e_above_lowest_ev=4.523
C 1.452 -0.084 0.424
C 0.093 -0.362 -0.123
C -1.137 0.248 0.376
O -2.174 0.160 -0.398
H 1.448 0.785 1.089
H 2.120 0.135 -0.417
H 1.875 -0.949 0.947
H -0.397 0.402 -1.757
H -0.060 -1.307 -0.642
H -0.956 1.170 0.964
H -1.035 -0.626 1.147
H -1.229 0.428 -1.608

=====

Entry 2:
17
Properties=species:S:1:pos:R:3 method="wB97M-V/def2-TZVPD" mol_weight_g_mol=119.120 smiles="CCO[C@H](N)C(=O)O" total_energy_ha=-438.2741 e_above_lowest_ev=1.496
C -1.491 0.988 1.725
C -0.735 0.774 0.439
O 0.397 -0.247 0.727
C 1.193 -0.555 -0.423
N 1.604 0.594 -1.178
C 0.351 -1.554 -1.265
O 0.619 -1.819 -2.408
O -0.668 -1.998 -0.550
H -2.307 1.694 1.553
H -1.886 0.045 2.099
H -0.822 1.413 2.474
H -1.396 0.401 -0.349
H -0.198 1.664 0.116
H 2.053 -1.109 -0.018
H 1.155 0.633 -2.086
H 2.601 0.625 -1.325
H -0.470 -1.550 0.468

=====

Entry 3:
21
Properties=species:S:1:pos:R:3 method="wB97M-V/def2-TZVPD" mol_weight_g_mol=106.169 smiles=CC[C@@H](N)CN.O total_energy_ha=-345.5054 e_above_lowest_ev=1.925
C -0.015 0.915 -1.934
C 1.085 0.299 -1.057
C 0.477 0.236 0.386
N -0.412 -0.922 0.405
C 1.666 0.186 1.388
N 1.253 0.031 2.770
H 0.156 0.841 -3.033
H -0.209 1.927 -1.570
H -0.955 0.340 -1.927
H 1.181 -0.783 -1.299
H 1.948 0.950 -1.226
H -0.088 1.205 0.422
H -1.376 -0.695 0.603
H -0.195 -1.658 1.070
H 2.249 1.104 1.276
H 2.000 -0.757 0.970
H 1.962 0.032 3.476
H 0.513 -0.643 2.865
O -3.676 -0.614 -1.423
H -3.176 -0.758 -0.622
H -4.389 -1.234 -1.540

=====

We obtain HOMO-LUMO gap values of 9.3; 10.7; 9.6 eV for the records listed above, in that order.